Record 1
Here is a 14-piece molecular cluster, C42H84O20 overall from OMol25. Energies are from ωB97M-V with the def2-TZVPD basis set.

Each line ends with the Mulliken charge.
Cartesian coordinates (Å):
C 0.995 2.322 -0.031  -0.452
O 0.694 1.138 -0.783  0.826
C -0.299 0.354 -0.392  -0.315
O -0.958 0.437 0.613  -0.266
O -0.395 -0.605 -1.304  -0.164
C -1.257 -1.718 -1.101  0.208
H 1.705 2.059 0.749  0.287
H 0.113 2.801 0.388  0.173
H 1.439 3.013 -0.746  -0.389
H -1.504 -1.859 -0.051  0.216
H -0.815 -2.571 -1.602  -0.155
H -2.213 -1.538 -1.607  -0.043
C 5.421 2.696 3.839  -0.485
O 5.010 3.897 3.190  -0.351
C 3.788 3.948 2.659  0.776
O 2.970 3.064 2.675  -0.416
O 3.661 5.153 2.125  -0.394
C 2.508 5.415 1.338  -0.057
H 4.764 2.537 4.694  0.364
H 6.443 2.893 4.148  0.300
H 5.441 1.801 3.216  -0.014
H 1.705 5.873 1.912  0.213
H 2.104 4.520 0.867  -0.144
H 2.796 6.102 0.545  0.325
C -1.432 7.577 3.630  -0.616
O -2.086 6.328 3.768  -0.377
C -1.604 5.347 3.006  0.746
O -0.630 5.438 2.305  -0.574
O -2.365 4.282 3.165  -0.446
C -2.027 3.128 2.381  0.135
H -2.023 8.300 4.184  0.224
H -1.398 7.882 2.583  0.289
H -0.418 7.539 4.025  0.273
H -2.736 2.375 2.708  -0.137
H -1.007 2.822 2.596  0.147
H -2.203 3.322 1.323  0.250
C 3.516 3.470 -3.785  -0.897
C 2.286 4.187 -3.293  0.829
O 2.328 5.003 -2.406  -0.570
C 0.975 3.802 -3.938  -0.596
H 3.361 2.446 -3.431  -0.160
H 4.412 3.873 -3.320  0.315
H 3.603 3.530 -4.867  0.507
H 0.556 2.926 -3.442  -0.248
H 1.095 3.633 -5.005  0.431
H 0.295 4.628 -3.729  0.388
C -0.717 -5.553 -4.704  -1.011
C -1.823 -4.528 -4.610  0.769
O -1.980 -3.885 -3.599  -0.171
C -2.822 -4.451 -5.747  -1.199
H -1.146 -6.524 -4.450  0.344
H 0.064 -5.297 -3.993  -0.031
H -0.304 -5.605 -5.711  0.440
H -2.361 -4.703 -6.699  0.403
H -3.215 -3.439 -5.806  0.274
H -3.635 -5.134 -5.494  0.294
C 2.417 -5.749 0.737  -1.383
C 1.825 -4.614 -0.069  0.737
O 1.188 -3.757 0.492  -0.381
C 2.132 -4.531 -1.554  0.090
H 2.796 -6.565 0.120  0.448
H 1.651 -6.196 1.371  0.317
H 3.222 -5.354 1.355  0.290
H 2.709 -3.613 -1.682  -0.300
H 1.246 -4.523 -2.179  -0.373
H 2.800 -5.351 -1.818  0.545
C 3.503 -0.483 4.178  -0.981
C 3.608 -0.610 2.674  0.731
O 4.611 -0.274 2.095  -0.609
C 2.447 -1.267 1.986  -0.223
H 4.283 0.178 4.542  0.338
H 3.576 -1.455 4.667  0.417
H 2.525 -0.061 4.424  -0.010
H 2.716 -1.598 0.985  0.133
H 1.595 -0.590 1.876  -0.249
H 2.146 -2.143 2.563  0.451
C -4.579 -1.833 -3.617  -0.913
C -4.785 -2.405 -2.236  0.791
O -4.874 -1.692 -1.264  -0.325
C -4.924 -3.898 -2.116  -0.992
H -5.279 -2.328 -4.290  0.499
H -3.543 -1.955 -3.926  -0.011
H -4.770 -0.760 -3.591  0.261
H -5.616 -4.316 -2.844  0.443
H -5.271 -4.125 -1.107  0.308
H -3.945 -4.379 -2.175  -0.067
C 4.669 2.541 -0.446  1.003
C 6.127 2.239 -0.635  0.266
O 6.549 1.860 -1.699  -0.594
C 7.029 2.460 0.551  -0.919
H 4.447 3.611 -0.454  0.349
H 4.320 2.149 0.515  -0.204
H 4.088 2.065 -1.233  -0.709
H 8.068 2.551 0.237  0.370
H 6.924 1.630 1.250  0.152
H 6.776 3.408 1.037  0.263
C -2.080 2.676 -2.471  -0.176
C -3.531 2.288 -2.587  0.115
O -4.228 2.600 -3.517  -0.626
C -4.023 1.443 -1.441  -0.281
H -1.414 1.812 -2.490  -0.128
H -1.971 3.199 -1.513  0.260
H -1.766 3.378 -3.239  0.309
H -3.252 0.718 -1.168  -0.310
H -4.942 0.916 -1.673  0.337
H -4.165 2.088 -0.568  0.489
C 3.116 -0.720 -2.483  -0.339
C 2.215 -0.682 -3.699  0.779
O 1.780 0.354 -4.145  -0.514
C 1.865 -2.011 -4.325  -1.054
H 2.543 -0.606 -1.563  -0.260
H 3.839 0.091 -2.572  0.295
H 3.652 -1.670 -2.452  0.358
H 1.288 -1.901 -5.240  0.350
H 1.367 -2.656 -3.603  -0.007
H 2.797 -2.504 -4.631  0.445
C -4.120 -0.249 2.010  0.189
C -5.454 -0.939 1.922  0.667
O -5.591 -2.059 2.357  -0.601
C -6.586 -0.214 1.256  -1.060
H -4.190 0.696 2.550  0.402
H -3.782 0.033 1.007  -0.154
H -3.400 -0.944 2.431  -0.240
H -7.528 -0.733 1.416  0.351
H -6.397 -0.209 0.179  0.076
H -6.660 0.817 1.604  0.361
C -0.832 -0.504 4.252  0.323
C -1.203 0.427 5.384  0.750
O -2.228 1.065 5.361  -0.563
C -0.249 0.529 6.545  -1.216
H -1.171 -0.131 3.290  -0.470
H -1.288 -1.472 4.481  0.372
H 0.248 -0.666 4.271  -0.160
H -0.122 -0.422 7.067  0.340
H -0.617 1.259 7.261  0.383
H 0.735 0.839 6.182  0.191
C -2.907 -4.104 2.280  -0.611
C -3.166 -5.019 1.123  0.565
O -4.273 -5.371 0.799  -0.611
C -1.941 -5.521 0.378  -0.338
H -3.817 -3.615 2.622  0.293
H -2.260 -3.288 1.934  -0.090
H -2.374 -4.648 3.060  0.429
H -2.131 -5.525 -0.693  0.052
H -1.827 -6.574 0.662  0.481
H -1.041 -4.990 0.679  -0.184

Maximum force ... 0.0227 Eh/bohr
E_LUMO ... 0.2 eV
Energy relative to the best compared isomer or geometry (same formula, charge and spin) ... 0.000 eV
Total charge ... 0
HOMO level ... -9.1 eV
Gap between HOMO and LUMO ... 0.340 hartree

=====

Record 2
Here is C6H9N in the gas phase from OMol25. Energies are from ωB97M-V with the def2-TZVPD basis set.

Each line ends with the Mulliken charge.
Cartesian coordinates (Å):
C -0.319 1.594 0.295  -1.473
C -0.427 0.249 -0.366  1.385
C 0.592 -0.229 -1.364  -0.754
C 1.007 -0.739 -0.045  0.135
C 1.837 -0.762 0.973  -0.896
C -0.725 -1.167 0.552  -0.672
N -1.663 -0.453 -0.309  -0.666
H 0.699 1.982 0.217  0.367
H -0.579 1.532 1.358  0.349
H -1.025 2.271 -0.202  0.397
H 1.223 0.552 -1.784  0.318
H 0.201 -0.933 -2.108  0.256
H 2.874 -0.814 0.620  0.230
H -0.657 -2.227 0.312  0.348
H -0.700 -0.928 1.612  0.349
H -2.336 0.076 0.239  0.328

Maximum force ... 0.0163 Eh/bohr
E_LUMO ... 0.8 eV
Energy relative to the best compared isomer or geometry (same formula, charge and spin) ... 6.587 eV
Total charge ... 0
HOMO level ... -7.5 eV
Gap between HOMO and LUMO ... 0.304 hartree

=====

Record 3
Here is C5H3Cl2N2S as an isolated structure from OMol25. Energies are from ωB97M-V with the def2-TZVPD basis set.

Each line ends with the Mulliken spin population.
Cartesian coordinates (Å):
C 4.495 -1.742 -0.018  0.016
C 3.832 -0.592 -0.205  0.422
C 1.901 -1.107 -0.182  0.272
C 3.718 0.716 -0.039  0.245
C -0.211 0.080 -0.080  0.009
N 4.796 -2.848 0.147  0.404
N 1.258 -0.026 -0.070  -0.012
S 2.151 1.427 0.179  0.515
Cl 1.461 -2.664 -0.008  0.045
Cl 4.927 1.958 -0.024  0.087
H -0.826 -0.816 0.480  -0.003
H -0.568 0.997 0.362  0.000
H -0.445 -0.176 -1.134  -0.001

Maximum force ... 0.0747 Eh/bohr
Expectation value of S² ... 2.0288
E_LUMO (alpha / beta) ... -4.9 / -8.3 eV
Total charge ... +1
Multiplicity ... 3
HOMO level (alpha / beta) ... -10.9 / -14.8 eV
Gap between HOMO and LUMO (alpha / beta) ... 0.221 / 0.238 hartree

=====

Record 4
Here is a 9-piece molecular cluster, H17O9 overall from OMol25. Energies are from ωB97M-V with the def2-TZVPD basis set.

Each line ends with the Mulliken charge.
Cartesian coordinates (Å):
O -0.007 -0.602 0.199  -0.444
H 0.639 0.044 0.065  0.315
O 2.318 1.987 -0.687  -0.582
H 2.832 1.704 -0.046  0.257
H 2.595 2.910 -0.910  0.264
O -1.846 -0.994 2.174  -0.694
H -1.385 -0.839 1.264  0.134
H -2.656 -0.703 1.851  0.306
O -2.123 2.484 0.357  -0.589
H -2.423 3.110 -0.248  0.269
H -1.495 2.101 -0.076  0.382
O -0.344 1.497 -1.530  -0.754
H 0.454 1.704 -1.147  0.673
H -0.097 0.727 -0.999  -0.396
O 0.623 -1.228 -2.356  -0.705
H 0.364 -1.039 -1.421  0.363
H 0.329 -0.498 -2.876  0.299
O -2.482 -1.353 -0.644  -0.582
H -1.578 -1.509 -0.350  0.282
H -2.583 -2.254 -0.669  0.344
O 1.518 -2.975 0.383  -0.678
H 0.903 -2.355 0.300  0.318
H 2.150 -2.647 1.109  0.302
O 1.759 0.327 2.013  -0.685
H 1.185 -0.161 1.390  0.319
H 1.350 0.563 2.855  0.281

Maximum force ... 0.1678 Eh/bohr
E_LUMO ... 2.9 eV
Energy relative to the best compared isomer or geometry (same formula, charge and spin) ... 3.724 eV
Total charge ... -1
HOMO level ... -6.3 eV
Gap between HOMO and LUMO ... 0.338 hartree

=====

Record 5
Here is C31H36BN10O4SSiTi as an isolated structure from OMol25. Energies are from ωB97M-V with the def2-TZVPD basis set.

Each line ends with the Mulliken spin population.
Cartesian coordinates (Å):
Ti 0.078 0.374 -0.432  0.906
C -2.679 -1.744 1.547  -0.002
C -1.389 -2.274 1.007  0.003
C -0.745 -3.469 1.355  -0.009
C 0.328 -3.573 0.495  0.005
N 0.316 -2.504 -0.317  -0.011
N -0.733 -1.679 0.015  0.018
B 0.999 -2.246 -1.705  0.003
N 2.123 -1.138 -1.671  -0.004
C 3.451 -1.309 -1.745  0.005
C 4.040 -0.072 -1.892  -0.002
C 2.977 0.841 -1.903  -0.002
C 3.037 2.319 -2.130  0.017
N 1.820 0.188 -1.757  0.013
N -0.139 -1.703 -2.606  -0.007
C -0.796 -2.285 -3.620  0.001
C -1.616 -1.346 -4.195  0.001
C -1.432 -0.178 -3.439  -0.013
C -2.002 1.166 -3.754  0.002
N -0.567 -0.412 -2.448  0.017
N 1.662 -3.494 -2.291  -0.002
C 1.971 -3.748 -3.586  0.000
C 2.846 -4.800 -3.614  0.000
C 3.050 -5.131 -2.256  0.000
C 3.939 -6.192 -1.683  0.000
N 2.350 -4.334 -1.465  -0.001
H -3.419 -2.546 1.550  0.001
H -2.575 -1.383 2.571  0.001
H -3.056 -0.936 0.925  0.001
H -1.046 -4.177 2.115  0.000
H 1.082 -4.333 0.380  0.000
H 3.885 -2.297 -1.693  0.000
H 5.093 0.144 -2.009  0.001
H 3.545 2.524 -3.073  0.001
H 2.040 2.745 -2.185  -0.006
H 3.596 2.821 -1.339  -0.001
H -0.644 -3.323 -3.866  0.000
H -2.271 -1.476 -5.043  0.000
H -2.022 1.293 -4.838  0.000
H -3.021 1.274 -3.382  0.000
H -1.400 1.958 -3.322  -0.002
H 1.578 -3.152 -4.394  0.000
H 3.276 -5.275 -4.485  0.000
H 4.058 -7.018 -2.385  0.000
H 4.933 -5.794 -1.466  0.000
H 3.526 -6.582 -0.752  0.000
O 0.478 2.189 -0.330  -0.107
C 1.207 2.752 0.507  0.074
C 2.124 2.074 1.372  0.116
C 2.986 2.849 2.162  0.021
C 3.907 2.248 2.955  -0.003
C 4.026 0.853 3.010  0.034
C 3.187 0.075 2.260  -0.018
C 2.210 0.660 1.434  -0.011
O 1.382 -0.105 0.776  -0.054
N 4.812 3.088 3.771  0.000
O 4.776 4.286 3.609  -0.001
O 5.613 2.517 4.474  -0.002
H 1.162 3.839 0.549  -0.022
H 2.931 3.932 2.142  0.001
H 4.781 0.416 3.649  0.001
H 3.247 -1.006 2.279  0.001
C -4.611 4.602 2.270  0.000
Si -4.796 2.844 1.680  0.001
C -5.970 1.908 2.789  0.000
C -5.523 2.852 -0.024  -0.001
C -3.118 2.001 1.939  -0.001
C -2.754 1.793 3.254  0.000
C -1.584 1.116 3.604  0.000
C -0.803 0.641 2.589  0.024
N -1.099 0.839 1.298  0.004
C -2.215 1.524 0.944  0.012
S -2.354 1.708 -0.759  -0.004
H -5.561 5.144 2.170  0.000
H -3.858 5.123 1.669  0.000
H -4.302 4.649 3.320  0.000
H -6.984 2.319 2.724  0.000
H -5.663 1.945 3.840  0.000
H -6.010 0.856 2.488  0.000
H -6.574 3.155 0.056  0.000
H -5.476 1.866 -0.492  0.000
H -5.000 3.556 -0.677  0.000
H -3.399 2.162 4.048  0.000
H -1.305 0.946 4.636  0.001
H 0.085 0.061 2.796  -0.002

Maximum force ... 0.0901 Eh/bohr
Expectation value of S² ... 0.7600
E_LUMO (alpha / beta) ... -0.8 / -1.0 eV
Energy relative to the best compared isomer or geometry (same formula, charge and spin) ... 0.000 eV
Total charge ... 0
Multiplicity ... 2
HOMO level (alpha / beta) ... -7.5 / -7.6 eV
Gap between HOMO and LUMO (alpha / beta) ... 0.248 / 0.239 hartree